Entry w
The following is a quantum chemistry calculation of the molecule C5H2N2O, from the OMol25 dataset.

The calculation puts the HOMO-LUMO gap at 8.591 eV. For the LUMO energy, the calculation gives -0.0871 Ha. As for the SMILES: N#CC(C#N)=CC=O.

Last column: Löwdin charge in e.
Geometry (Å):
O -1.8933 0.4840 -2.2912  0.016
N 2.7353 0.9671 1.0352  0.207
N -0.8725 -1.8490 1.5288  0.176
C -0.0021 -1.1385 1.0006  -0.129
C 1.7635 0.4234 0.8065  -0.216
C -1.3387 0.0023 -1.2879  -0.205
C 0.4362 0.1696 0.4664  -0.227
C -0.2517 0.8582 -0.5584  0.093
H -1.5390 -1.2098 -0.9452  0.175
H 0.0020 1.6210 -1.2362  0.110

***

Entry x
The following is a quantum chemistry calculation of the molecule C5H2N2O, from the OMol25 dataset.

The calculation puts the HOMO-LUMO gap at 8.232 eV. For the LUMO energy, the calculation gives -0.0711 Ha. As for the SMILES: C#CC1=NN=CC1=O.

Last column: Löwdin charge in e.
Geometry (Å):
O -0.4250 1.8926 -0.2347  0.079
N 0.7446 -1.4507 0.0430  0.109
N 2.0280 -0.7324 -0.2164  0.051
C -0.1555 -0.5440 -0.3281  -0.248
C -2.7974 -0.4567 0.1772  0.094
C 1.8430 0.5061 0.3696  0.013
C -1.5760 -0.5477 0.0505  -0.118
C 0.2654 0.8900 0.0937  -0.231
H 2.5826 1.2503 0.7032  0.101
H -4.0686 -0.1961 0.2103  0.151

***

Entry y
The following is a quantum chemistry calculation of the molecule C5H2N2O, from the OMol25 dataset.

The calculation puts the HOMO-LUMO gap at 8.215 eV. For the LUMO energy, the calculation gives -0.0715 Ha. As for the SMILES: C#CC1=NN=CC1=O.

Last column: Löwdin charge in e.
Geometry (Å):
O 0.1886 -2.0163 0.0885  0.169
N 1.7213 0.9462 0.9366  0.068
N 0.4997 1.3439 0.3106  0.111
C 1.7374 -0.3208 1.0387  -0.053
C -0.1730 0.3512 -0.1071  -0.273
C -2.4032 0.5213 -1.3460  0.172
C 0.5403 -0.8952 0.3189  -0.304
C -1.3934 0.4153 -0.7491  -0.061
H -3.3292 0.5226 -1.8808  0.049
H 2.6114 -0.8682 1.3898  0.123

***

Of them, the most stable is entry w and the least stable is entry x.

***

Entry w
The following is a quantum chemistry calculation of a cluster of 2 separate species, C2H4O2S2 in total, from the OMol25 dataset.

The calculation puts the HOMO-LUMO gap at 9.077 eV. For the LUMO energy, the calculation gives -0.0062 Ha.

Last column: Löwdin charge in e.
Geometry (Å):
S -0.0083 -2.7588 -0.2672  0.667
S -1.6764 -0.9032 1.2180  0.696
O -0.4423 2.2217 -1.1677  0.076
O 1.2242 1.9041 0.2638  0.064
C -0.2037 -1.2634 0.4708  -1.031
C 0.5713 1.6744 -0.8771  -0.449
H 1.9784 1.3095 0.3888  0.112
H -1.1690 -3.4288 -0.1041  -0.141
H 1.0519 0.9138 -1.5228  0.136
H -1.3261 0.3307 1.5976  -0.130

***

Entry x
The following is a quantum chemistry calculation of the molecule C2H4O2S2, from the OMol25 dataset.

The calculation puts the HOMO-LUMO gap (spin up / spin down) at 7.488 / 8.652 eV. For the LUMO energy (spin up / spin down), the calculation gives -0.0532 / -0.0452 Ha.

Last column: Löwdin charge in e.
Geometry (Å):
S -0.5964 -1.5756 0.4624  0.719
S -1.0585 0.4929 -0.0452  0.361
O -2.1731 0.9794 0.7317  -0.340
O -1.0900 0.6603 -1.4328  -0.330
C 0.5068 1.0467 0.5871  -0.100
C 0.7636 -1.3475 -0.5370  -0.384
H 1.6304 -1.7453 -0.3070  -0.038
H 0.5964 2.0980 0.5266  0.016
H 0.7600 0.5747 1.6043  0.066
H 0.6610 -1.1836 -1.5902  0.030

***

Entry y
The following is a quantum chemistry calculation of the molecule C2H4O2S2, from the OMol25 dataset.

The calculation puts the HOMO-LUMO gap at 9.840 eV. For the LUMO energy, the calculation gives 0.0025 Ha.

Last column: Löwdin charge in e.
Geometry (Å):
S -0.7943 0.9966 -0.0537  0.553
S -2.0989 -0.6467 -0.4967  0.550
O 2.5076 -1.0399 -0.4669  0.093
O -2.7300 -1.0663 0.7192  -0.601
C 1.8412 -0.0627 -0.4117  -0.339
C 0.7042 0.1787 0.5663  -0.504
H 1.9815 0.8598 -0.8735  0.087
H -2.7759 0.6027 -1.1943  0.001
H 1.1569 0.9111 1.2701  0.095
H 0.2076 -0.7332 0.9411  0.064

***

Of them, the most stable is entry w and the least stable is entry x.

***

Entry w
The following is a quantum chemistry calculation of the molecule C6H6N2, from the OMol25 dataset.

The calculation puts the HOMO-LUMO gap at 8.706 eV. For the LUMO energy, the calculation gives 0.0167 Ha. As for the SMILES: C1=C[C@H]2NC=NC2=C1.

Last column: Löwdin charge in e.
Geometry (Å):
N 1.5417 1.2880 0.3102  0.144
N 1.3799 -0.9708 -0.4036  0.044
C -0.9678 1.3859 -0.1632  -0.030
C -1.3774 -0.9207 0.1185  -0.055
C 0.0853 -0.6817 0.1472  -0.296
C 2.1727 0.3197 -0.1832  -0.121
C -1.8536 0.2588 -0.2524  -0.151
C 0.2002 0.8181 0.1278  -0.280
H 3.1218 -0.0066 -0.5306  0.108
H -2.9208 0.5424 -0.4573  0.117
H 1.6636 -1.7682 -0.0302  0.046
H -2.1034 -1.7170 0.4284  0.121
H 0.4182 -1.0504 1.2178  0.195
H -1.3603 2.5025 -0.3294  0.157

***

Entry x
The following is a quantum chemistry calculation of a structure of composition C6H6N2, from the OMol25 dataset.

The calculation puts the HOMO-LUMO gap at 9.339 eV. For the LUMO energy, the calculation gives 0.0264 Ha.

Last column: Löwdin charge in e.
Geometry (Å):
N -0.2292 1.4685 0.2722  0.096
N 1.3319 -0.0742 2.8581  0.140
C 1.5157 0.3590 -1.0172  -0.026
C 1.2387 0.2088 1.7339  -0.178
C -1.6171 -1.2272 0.0696  0.105
C 0.9617 0.5387 0.3765  -0.314
C 0.3859 0.2771 -1.7001  0.013
C -0.4098 0.2440 -0.3767  -0.244
H 2.6036 0.4396 -1.2511  0.117
H -1.1356 -2.0980 -0.3730  0.051
H 0.0213 0.2777 -2.6567  0.071
H -0.5616 1.5135 1.2479  0.115
H -1.6532 -1.0931 1.1833  0.063
H -2.4522 -0.8344 -0.3666  -0.009

***

Of them, the most stable is entry w and the least stable is entry x.

***

Entry w
The following is a quantum chemistry calculation of the molecule C6H6N2, from the OMol25 dataset.

The calculation puts the HOMO-LUMO gap at 9.777 eV. For the LUMO energy, the calculation gives 0.0355 Ha. As for the SMILES: C1=NCc2cccn21.

Last column: Löwdin charge in e.
Geometry (Å):
N 2.2581 0.2524 0.1702  0.034
N 0.0153 0.8252 -0.1473  -0.028
C 0.0578 -0.6281 -0.2493  -0.127
C 1.2890 1.1921 -0.1078  -0.157
C 1.5067 -1.0297 0.0619  -0.138
C -1.9322 0.0196 0.1599  -0.176
C -1.3295 1.1412 -0.0410  -0.095
C -1.2096 -1.1146 -0.0706  -0.046
H -1.5655 2.2567 0.0531  0.151
H 1.5690 -1.4439 0.8798  0.010
H -1.5124 -2.1196 -0.3489  0.117
H -3.0256 -0.0747 0.4736  0.137
H 2.2323 -1.5744 -0.7312  0.169
H 1.6467 2.2979 -0.1025  0.148

***

Entry x
The following is a quantum chemistry calculation of a structure of composition C6H6N2, from the OMol25 dataset.

The calculation puts the HOMO-LUMO gap at 9.776 eV. For the LUMO energy, the calculation gives 0.0130 Ha.

Last column: Löwdin charge in e.
Geometry (Å):
N -0.9542 -0.7180 -0.9956  0.048
N 3.4653 -0.3055 -0.1052  0.150
C -1.1614 0.5491 -0.2856  -0.242
C 0.9585 0.0943 0.0583  -0.259
C 2.3549 0.0460 -0.0076  -0.179
C -1.0074 -0.3098 0.9628  -0.081
C 0.2542 1.2104 -0.1943  0.048
C -0.0557 -0.9895 0.0252  -0.327
H 0.4092 -2.0202 0.1205  0.175
H -1.8140 -0.9278 1.1526  0.088
H -1.9389 1.2435 -0.5616  0.132
H 0.6978 2.2764 -0.1260  0.153
H -0.7805 0.3370 1.8498  0.140
H -0.4281 -0.4859 -1.8933  0.153

***

Of them, the most stable is entry w and the least stable is entry x.

***

Entry w
The following is a quantum chemistry calculation of a cluster of 2 separate species, C4H8Br2Si in total, from the OMol25 dataset.

The calculation puts the HOMO-LUMO gap at 3.404 eV. For the LUMO energy, the calculation gives -0.1225 Ha.

Last column: Löwdin charge in e.
Geometry (Å):
Br 3.1200 1.2849 0.5692  0.401
Br -3.8617 -0.9772 0.7643  -0.772
Si 1.0771 0.7222 -0.1641  0.564
C 0.1635 1.9412 -1.1135  -0.281
C 0.8313 -2.0992 0.5617  -0.145
C -1.2159 1.8235 -1.1140  0.066
C 0.2774 -0.7224 0.8690  -0.325
H -1.7018 2.6374 -1.6632  0.091
H -0.6548 -0.6532 0.2633  0.017
H -1.7062 0.8827 -0.8063  0.024
H 0.0763 -2.8167 0.6222  0.062
H 1.0614 -1.9845 -0.5106  0.065
H 0.0888 -0.5130 1.9156  0.090
H 0.7017 2.8637 -1.3000  0.055
H 1.7432 -2.3894 1.1065  0.089

***

Entry x
The following is a quantum chemistry calculation of a cluster of 2 separate species, C4H8Br2Si in total, from the OMol25 dataset.

The calculation puts the HOMO-LUMO gap (spin up / spin down) at 8.164 / 7.529 eV. For the LUMO energy (spin up / spin down), the calculation gives -0.0449 / -0.0191 Ha.

Last column: Löwdin charge in e.
Geometry (Å):
Br -2.2237 -1.7922 -0.7348  0.100
Br -2.0791 1.3331 1.1782  0.211
Si -0.6790 -0.1613 0.2224  0.072
C 0.4188 1.5843 -2.4454  -0.010
C -0.2248 2.7106 -2.6861  -0.123
C 0.7043 -0.8475 1.3545  -0.470
C 0.3120 -2.0883 2.0688  -0.226
H -1.0645 3.1469 -2.0635  0.068
H -0.0394 -1.8566 3.0946  0.083
H 1.6723 -1.1008 0.6509  0.131
H 1.0125 -0.1282 2.0381  0.026
H 0.1960 3.3871 -3.3082  -0.002
H 1.3153 1.2629 -2.9680  0.018
H 1.1674 -2.8077 2.1298  0.082
H -0.4883 -2.6425 1.4687  0.039

***

Of them, the most stable is entry w and the least stable is entry x.

***

Entry w
The following is a quantum chemistry calculation of the molecule C6H15NS, from the OMol25 dataset.

The calculation puts the HOMO-LUMO gap at 9.739 eV. For the LUMO energy, the calculation gives 0.0368 Ha. As for the SMILES: CC(C)CNCCS.

Last column: Löwdin charge in e.
Geometry (Å):
S 0.0264 -3.0969 2.6164  0.665
N -0.6160 -1.0170 0.2234  -0.080
C -0.7443 0.0522 -0.8271  -0.208
C 0.9266 1.8801 -0.4400  -0.113
C -1.3316 2.5670 -1.0997  -0.058
C 0.7199 -1.6267 0.4048  -0.378
C 0.5566 -3.0247 0.8060  -0.517
C -0.5179 1.4601 -0.3116  -0.425
H -0.9256 -0.6950 1.1952  0.114
H -0.8185 3.5684 -0.7805  0.101
H -1.2823 2.4972 -2.1329  0.047
H -1.7415 -0.1463 -1.2392  0.112
H 0.8332 2.9676 -0.0456  0.086
H -0.3348 -3.5448 0.4704  0.049
H 1.1898 -1.6444 -0.5980  0.112
H 1.2449 -2.9054 3.1152  -0.173
H 1.5063 -1.0370 0.9635  0.122
H 1.7863 1.5519 0.1806  0.078
H 1.4628 -3.6058 0.5599  0.085
H -0.7784 1.4072 0.7685  0.135
H -2.3278 2.5754 -0.7251  0.058
H 1.1812 1.9855 -1.5054  0.085
H -0.0153 -0.1685 -1.5986  0.106

***

Entry x
The following is a quantum chemistry calculation of the molecule C6H15NS, from the OMol25 dataset.

The calculation puts the HOMO-LUMO gap at 9.174 eV. For the LUMO energy, the calculation gives 0.0356 Ha. As for the SMILES: CC(C)NCCCS.

Last column: Löwdin charge in e.
Geometry (Å):
S -1.3347 -2.6628 1.8100  0.632
N 1.1675 0.9216 -0.6041  -0.057
C 0.4203 1.9049 -1.3838  -0.448
C 1.4194 2.5498 -2.3373  -0.077
C 0.8630 0.7173 0.7912  -0.253
C -0.7484 1.2969 -2.1749  -0.075
C 0.5355 -0.7256 1.2145  -0.274
C -0.9556 -1.0226 0.8803  -0.487
H 2.1236 3.1256 -1.7403  0.075
H 0.9628 3.1195 -3.1500  0.070
H -0.5518 -3.4685 1.0607  -0.162
H 0.0236 2.6024 -0.6442  0.132
H 1.5415 0.1460 -1.1256  0.114
H -1.1504 -1.1796 -0.1710  0.059
H -0.4555 0.4834 -2.8499  0.078
H 0.0105 1.3307 1.1247  0.111
H -1.5286 -0.3123 1.4658  0.057
H 1.0202 -1.4290 0.5306  0.099
H 0.6755 -0.8161 2.2873  0.092
H 1.6652 1.1408 1.4107  0.104
H 1.9953 1.7967 -2.8923  0.078
H -1.6504 1.0361 -1.6315  0.063
H -1.0587 2.0186 -2.9486  0.069

***

Of them, the most stable is entry x and the least stable is entry w.